[1]
ORCA calculation (ωB97M-V with the def2-TZVPD basis set) on a 4-piece molecular cluster, C3H12O5 overall at a distorted geometry.

Calculated values
Frontier orbital gap (spin up / spin down) (eV): 8.1 / 3.8
Multiplicity: 2
DFT total energy (eV): -13530.174
Energy relative to the best compared isomer or geometry (same formula, charge and spin) (kcal per mole): 81.8
Charge: +1

Each line ends with the Löwdin spin population.
Positions of all 20 atoms, in Å:
O 1.290 1.003 1.148  0.603
C 1.981 0.190 0.707  0.146
C 1.479 -0.995 0.092  0.081
C 2.064 -1.805 -1.106  0.024
O 1.207 -1.524 -2.188  0.045
H 3.061 0.187 1.028  0.081
H 1.296 -1.619 0.911  -0.001
H 0.440 -0.914 -0.184  0.000
H 3.045 -1.528 -1.561  0.003
H 2.354 -2.919 -1.138  0.015
H 0.336 -1.902 -2.153  0.000
H -1.547 2.294 -1.175  0.000
H -0.225 3.033 -0.735  0.000
O -1.068 3.193 -1.087  0.001
H -2.359 0.007 0.538  0.000
H -3.211 -0.472 -0.740  0.000
O -3.025 0.273 -0.199  0.000
H -2.769 1.464 2.025  0.000
H -1.848 1.175 3.139  0.000
O -2.502 0.857 2.679  0.001

=====

[2]
ORCA calculation (ωB97M-V with the def2-TZVPD basis set) on a 2-piece molecular cluster, C4H11BS overall at a distorted geometry.

Calculated values
Frontier orbital gap (spin up / spin down) (eV): 9.7 / 6.1
DFT total energy (eV): -15834.281
Energy relative to the best compared isomer or geometry (same formula, charge and spin) (kcal per mole): 84.3

Each line ends with the Mulliken charge.
Positions of all 17 atoms, in Å:
B 2.974 0.280 1.615  0.170
C -2.123 0.788 -0.558  -1.189
C -1.132 0.039 0.468  -0.392
C -0.288 -0.971 -0.277  -0.153
C 0.398 -0.473 -1.440  -1.086
S 2.767 1.101 0.150  -0.163
H 2.221 -0.725 1.861  -0.056
H 3.571 0.705 2.437  -0.045
H -1.441 0.996 -1.319  0.348
H -2.626 1.640 -0.220  0.358
H -2.804 0.180 -1.008  0.382
H -1.754 -0.418 1.248  0.335
H -0.415 0.765 0.928  0.169
H -0.982 -1.858 -0.459  0.304
H 0.470 -1.544 0.271  0.298
H 0.823 -1.111 -2.170  0.312
H 0.341 0.607 -1.526  0.409

=====

[3]
ORCA calculation (ωB97M-V with the def2-TZVPD basis set) on C36H43N16O2S2Ti as an isolated structure at a distorted geometry.

Calculated values
Frontier orbital gap (spin up / spin down) (eV): 7.5 / 7.7
Multiplicity: 2
DFT total energy (eV): -110751.155
Energy relative to the best compared isomer or geometry (same formula, charge and spin) (kcal per mole): 12.3

Each line ends with the Löwdin spin population.
Positions of all 100 atoms, in Å:
Ti -4.430 4.638 18.175  0.937
C -8.175 6.960 19.285  -0.001
C -8.902 6.090 20.076  0.007
C -8.380 4.771 20.153  -0.001
C -7.225 4.399 19.513  0.004
C -6.379 5.346 18.829  -0.014
C -6.949 6.613 18.708  0.004
C -6.670 3.059 19.527  0.008
C -7.162 2.080 20.429  -0.002
C -6.536 0.842 20.530  0.007
C -5.513 0.480 19.604  0.000
C -5.032 -0.865 19.447  0.002
C -4.181 -1.173 18.345  -0.001
C -3.802 -0.083 17.525  0.002
C -4.222 1.190 17.644  -0.001
C -5.139 1.484 18.683  0.001
N -5.662 2.753 18.792  -0.002
H -8.467 8.024 19.190  0.000
H -9.846 6.387 20.548  0.000
H -8.960 4.117 20.798  0.000
H -6.450 7.281 18.050  0.000
H -7.960 2.372 21.106  0.000
H -6.894 0.071 21.227  0.000
H -5.284 -1.657 20.157  0.000
H -3.704 -2.124 18.115  0.000
H -3.101 -0.271 16.751  0.000
H -3.856 1.915 16.946  0.000
N -3.100 3.748 14.922  0.001
C -2.197 4.241 15.816  0.001
N -0.955 4.487 15.505  0.000
N -0.377 4.961 16.653  0.002
N -1.266 4.969 17.588  0.003
N -2.452 4.553 17.057  0.004
C -4.463 3.716 15.145  0.003
N -5.319 3.422 14.210  0.000
N -6.539 3.622 14.771  0.004
N -6.410 3.921 15.986  0.003
N -5.077 3.983 16.296  0.002
H -2.742 3.484 14.018  0.000
S 0.104 8.271 21.361  0.000
C -1.210 9.272 21.126  0.000
N -2.198 9.015 20.276  0.000
C -3.344 9.828 20.070  0.000
C -3.677 10.551 21.300  0.000
C -2.460 11.373 21.611  0.000
N -1.282 10.531 21.705  0.000
H -2.108 8.164 19.782  0.000
H -4.114 9.183 19.657  0.000
H -3.063 10.558 19.247  0.000
H -3.735 9.778 22.057  0.000
H -4.630 11.176 21.272  0.000
H -2.661 11.822 22.611  0.000
H -2.310 12.157 20.950  0.000
H -0.591 10.678 22.458  0.000
C -5.651 6.999 21.791  0.001
S -4.508 5.647 21.321  0.003
C -3.144 6.005 22.366  0.000
O -3.944 5.932 19.933  0.013
H -5.703 7.021 22.864  0.000
H -6.645 6.710 21.369  0.000
H -5.315 7.923 21.352  0.000
H -3.446 5.867 23.409  0.000
H -2.681 6.974 22.151  0.000
H -2.409 5.254 22.142  0.000
C 1.021 4.329 21.565  0.000
C 1.153 3.180 20.604  0.000
C 1.169 3.646 19.129  0.000
C 0.100 2.078 20.939  0.000
N -1.266 2.568 20.524  0.000
C -1.744 2.851 19.343  0.001
N -2.971 3.331 19.518  0.002
N -3.275 3.244 20.820  0.002
N -2.213 2.801 21.461  0.001
H 1.644 5.261 21.310  0.000
H 1.444 3.984 22.512  0.000
H 0.024 4.647 21.718  0.000
H 2.114 2.720 20.737  0.000
H 0.330 4.311 18.891  0.000
H 1.225 2.799 18.368  0.000
H 2.155 4.114 19.033  0.000
H -0.030 1.872 21.966  0.000
H 0.369 1.157 20.406  0.000
H -1.223 2.937 18.409  0.000
C -5.293 7.027 14.949  0.001
C -4.434 7.337 16.145  0.003
O -4.452 6.658 17.165  0.001
C -3.362 8.442 16.010  0.000
C -2.294 8.402 16.899  0.000
C -1.227 9.308 16.804  0.000
C -1.353 10.398 15.897  0.000
C -2.422 10.439 15.037  0.000
C -3.384 9.436 15.064  0.000
H -6.193 6.447 15.258  0.000
H -4.665 6.355 14.324  0.000
H -5.507 7.965 14.369  0.000
H -2.230 7.538 17.542  0.000
H -0.336 9.243 17.431  0.000
H -0.541 11.104 15.885  0.000
H -2.512 11.232 14.285  0.000
H -4.208 9.420 14.355  0.000